Computed, not measured: a cluster of 10 separate species, C10H30N10O20 in total at a distorted geometry, with ωB97M-V/def2-TZVPD.

Each line ends with the Mulliken charge.
Element x y z (Å)
C1 4.22 -3.66 2.24  -0.64
N1 2.72 -3.66 2.34  0.94
O1 2.04 -4.63 1.99  -0.56
O2 2.22 -2.67 2.84  -0.48
H1 4.55 -2.91 2.96  0.32
H2 4.47 -3.33 1.23  0.14
H3 4.72 -4.62 2.32  0.30
C2 4.31 -1.20 -2.96  -0.58
N2 3.82 -1.61 -1.60  0.87
O3 2.94 -0.94 -1.05  -0.44
O4 4.20 -2.69 -1.12  -0.52
H4 4.17 -2.07 -3.60  0.36
H5 5.38 -1.00 -2.91  0.30
H6 3.76 -0.35 -3.35  0.03
C3 -0.17 -3.33 -1.16  -0.21
N3 0.38 -4.00 -2.37  1.02
O5 -0.38 -4.23 -3.30  -0.59
O6 1.56 -4.24 -2.39  -0.59
H7 0.39 -2.41 -0.97  -0.02
H8 -0.07 -3.88 -0.22  0.23
H9 -1.21 -3.08 -1.36  0.13
C4 -1.26 4.16 -0.12  -0.39
N4 -2.26 5.19 0.17  1.03
O7 -2.45 5.50 1.34  -0.52
O8 -2.75 5.70 -0.81  -0.62
H10 -1.76 3.35 -0.65  0.03
H11 -0.72 3.86 0.78  0.14
H12 -0.59 4.61 -0.86  0.36
C5 -2.09 1.52 -4.30  -0.80
N5 -2.29 1.56 -2.79  0.74
O9 -3.43 1.49 -2.30  -0.51
O10 -1.27 1.64 -2.12  -0.36
H13 -1.39 2.30 -4.59  0.29
H14 -3.05 1.58 -4.81  0.34
H15 -1.50 0.68 -4.66  0.31
C6 -1.07 -3.20 2.78  -0.26
N6 -0.52 -2.58 4.05  1.01
O11 -0.43 -1.34 4.07  -0.53
O12 -0.24 -3.34 4.98  -0.59
H16 -1.81 -3.97 3.00  0.35
H17 -0.23 -3.50 2.15  -0.02
H18 -1.61 -2.39 2.28  0.04
C7 0.56 0.33 0.82  -0.63
N7 -0.81 0.72 1.22  1.06
O13 -1.72 -0.10 1.19  -0.51
O14 -0.93 1.81 1.76  -0.56
H19 0.90 -0.49 1.45  0.22
H20 1.31 1.12 0.84  0.32
H21 0.40 0.20 -0.25  0.09
C8 -4.34 -1.13 -0.81  -0.62
N8 -4.07 -2.60 -0.58  0.89
O15 -4.62 -3.40 -1.24  -0.53
O16 -3.14 -2.92 0.15  -0.47
H22 -3.42 -0.58 -0.68  0.06
H23 -5.09 -0.81 -0.09  0.32
H24 -4.86 -1.00 -1.77  0.35
C9 -1.71 4.03 4.46  -0.73
N9 -0.52 4.50 3.80  0.98
O17 0.47 3.90 4.03  -0.56
O18 -0.57 5.38 3.01  -0.55
H25 -1.50 3.42 5.34  0.32
H26 -2.30 3.48 3.72  0.24
H27 -2.31 4.85 4.85  0.30
C10 2.13 2.09 -2.83  -0.56
N10 2.82 2.83 -1.74  0.99
O19 3.48 2.22 -0.89  -0.54
O20 2.78 4.01 -1.71  -0.55
H28 2.75 1.47 -3.47  0.12
H29 1.65 2.90 -3.37  0.38
H30 1.38 1.44 -2.37  0.12

Properties
SMILES string: C[N+](=O)[O-].C[N+](=O)[O-].C[N+](=O)[O-].C[N+](=O)[O-].C[N+](=O)[O-].C[N+](=O)[O-].C[N+](=O)[O-].C[N+](=O)[O-].C[N+](=O)[O-].C[N+](=O)[O-]
Electronic energy in a.u.: -2450.3686
Spin multiplicity: 1
Energy above the lowest of the compared OMol25 structures with the same formula, charge and spin in kcal/mol: 51.1
LUMO in eV: -1.2
E_HOMO in eV: -10.281
HOMO-LUMO gap in eV: 9.12